(P)
Here is an isolated ion of composition C16H20ClN2O2 and charge +1 from OMol25. Energies are from the ωB97M-V functional and the def2-TZVPD basis.

Each line ends with the Mulliken charge.
Positions of all 41 atoms, in Å:
C -2.023 -3.758 1.503  -1.302
C -1.965 -3.340 0.041  -0.236
O -0.777 -2.615 -0.300  -0.468
C -0.724 -1.331 0.168  0.216
C 0.037 -1.049 1.309  0.887
Cl 0.957 -2.312 2.031  -0.172
C 0.103 0.222 1.852  -0.726
C -0.599 1.258 1.250  0.596
C -0.429 2.658 1.774  -1.644
N 0.868 3.200 1.279  0.020
C 0.968 3.283 -0.194  -1.008
C 1.689 2.021 -0.622  0.921
C 1.695 1.498 -1.900  -0.969
C 2.396 0.316 -2.110  -0.269
C 3.060 -0.282 -1.050  -0.610
C 3.003 0.325 0.195  -0.367
N 2.330 1.445 0.393  -0.321
C -1.322 1.011 0.099  -0.765
C -1.376 -0.262 -0.476  0.319
O -2.053 -0.318 -1.640  -0.507
C -1.808 -1.350 -2.584  -0.774
H -2.918 -4.352 1.664  0.418
H -1.156 -4.358 1.763  0.301
H -2.063 -2.888 2.156  0.304
H -2.851 -2.741 -0.205  0.338
H -1.931 -4.220 -0.605  0.395
H 0.692 0.385 2.740  0.520
H -0.400 2.656 2.865  0.503
H -1.241 3.305 1.439  0.370
H 1.089 4.081 1.741  0.379
H 1.653 2.433 1.422  0.537
H -0.015 3.357 -0.658  0.339
H 1.554 4.159 -0.483  0.463
H 1.169 1.988 -2.703  0.441
H 2.419 -0.131 -3.092  0.487
H 3.608 -1.199 -1.184  0.430
H 3.499 -0.093 1.059  0.475
H -1.871 1.793 -0.403  0.571
H -0.754 -1.629 -2.607  0.318
H -2.414 -2.234 -2.384  0.284
H -2.102 -0.930 -3.546  0.305

Output
Net charge ... +1
Multiplicity ... 1
Gap between HOMO and LUMO ... 8.8696 eV


(Q)
Here is an isolated ion of composition C16H20ClN2O2 and charge +1 from OMol25. Energies are from the ωB97M-V functional and the def2-TZVPD basis.

Each line ends with the Mulliken charge.
Positions of all 41 atoms, in Å:
C 4.248 1.509 -0.218  -1.439
C 2.744 1.290 -0.217  -0.154
O 2.448 0.381 -1.267  -0.428
C 1.163 0.088 -1.574  0.973
C 0.082 0.521 -0.813  -0.308
C -1.227 0.203 -1.157  0.317
C -2.379 0.663 -0.312  -1.390
N -3.124 -0.524 0.220  0.015
C -2.301 -1.380 1.122  -1.269
C -1.900 -0.619 2.359  0.775
C -0.562 -0.380 2.648  -0.095
C -0.253 0.334 3.799  -0.497
N -1.169 0.804 4.623  -0.546
C -2.439 0.572 4.357  -0.459
C -2.862 -0.135 3.239  -0.325
C -1.469 -0.576 -2.279  -0.883
C -0.403 -1.031 -3.032  -0.028
Cl -0.700 -2.010 -4.416  -0.181
C 0.928 -0.719 -2.715  0.394
O 1.836 -1.242 -3.550  -0.523
C 3.217 -0.937 -3.479  -0.739
H 4.565 1.928 -1.169  0.327
H 4.765 0.566 -0.064  0.317
H 4.518 2.196 0.579  0.449
H 2.219 2.238 -0.384  0.392
H 2.424 0.868 0.746  0.193
H 0.256 1.133 0.056  0.494
H -3.080 1.259 -0.901  0.499
H -2.030 1.258 0.534  0.414
H -3.956 -0.208 0.732  0.404
H -3.421 -1.084 -0.589  0.399
H -1.416 -1.699 0.567  0.422
H -2.888 -2.260 1.394  0.501
H 0.216 -0.752 2.000  0.462
H 0.773 0.541 4.069  0.379
H -3.150 0.966 5.069  0.385
H -3.916 -0.315 3.082  0.389
H -2.468 -0.819 -2.604  0.494
H 3.660 -1.469 -4.319  0.315
H 3.396 0.133 -3.589  0.299
H 3.660 -1.290 -2.547  0.255

Output
Net charge ... +1
Multiplicity ... 1
Gap between HOMO and LUMO ... 8.2401 eV


Which structure is the least stable? The one labeled (Q).


(P)
Here is a 2-piece molecular cluster, C3H7BO overall from OMol25. Energies are from the ωB97M-V functional and the def2-TZVPD basis.

Each line ends with the Mulliken charge.
Positions of all 12 atoms, in Å:
C 2.676 0.724 -1.649  -0.572
B 1.772 0.121 -0.776  0.250
O 1.076 -0.572 -0.030  -0.655
H 2.504 1.247 -2.586  0.250
H 3.662 1.144 -1.604  0.276
H 1.075 -1.479 0.241  0.361
C -2.663 -0.532 1.144  -0.573
C -1.609 0.240 0.859  -0.180
H -3.593 -0.155 1.543  0.253
H -2.483 -1.566 1.056  0.228
H -1.725 1.241 1.150  0.308
H -0.692 -0.412 0.653  0.055

Output
Multiplicity ... 1
Gap between HOMO and LUMO ... 8.1694 eV


(Q)
Here is a 2-piece molecular cluster, C3H7BO overall from OMol25. Energies are from the ωB97M-V functional and the def2-TZVPD basis.

Each line ends with the Mulliken charge.
Positions of all 12 atoms, in Å:
B 1.548 -0.572 -0.446  -0.033
C -1.788 0.080 -0.044  0.058
C 0.831 -0.341 0.837  -0.516
C -0.577 0.854 -0.367  -0.607
O -2.654 0.358 0.732  -0.473
H 2.205 0.375 -0.899  -0.067
H 1.288 -1.549 -1.062  -0.065
H -1.703 -0.891 -0.444  0.378
H 1.062 0.442 1.557  0.338
H 0.359 -1.158 1.346  0.325
H -0.153 0.597 -1.390  0.314
H -0.419 1.806 0.180  0.347

Output
Multiplicity ... 1
Gap between HOMO and LUMO ... 9.4115 eV


Which structure is the least stable? The one labeled (Q).


(P)
Here is an isolated ion of composition C4H10NOS and charge -1 from OMol25. Energies are from the ωB97M-V functional and the def2-TZVPD basis.

Each line ends with the Mulliken charge.
Positions of all 17 atoms, in Å:
C 1.892 -1.131 -0.198  -0.922
N 1.123 -0.005 -0.671  -0.349
C -0.033 0.352 0.154  0.345
C -1.248 -0.588 -0.089  -0.826
O -1.723 -1.093 1.162  -0.563
C -0.437 1.831 0.030  -0.879
S -1.956 2.268 0.900  -0.633
H 1.370 -1.957 0.285  0.308
H 2.514 -1.499 -1.031  0.346
H 2.735 -0.756 0.415  0.265
H 1.008 -0.007 -1.674  0.248
H 0.166 0.185 1.220  0.144
H -1.943 0.001 -0.698  0.275
H -0.969 -1.494 -0.639  0.385
H -2.345 -0.417 1.490  0.328
H -0.628 1.997 -1.037  0.236
H 0.475 2.314 0.380  0.293

Output
Net charge ... -1
Multiplicity ... 1
Gap between HOMO and LUMO ... 6.3118 eV


(Q)
Here is a 2-piece molecular cluster, C4H10NOS overall from OMol25. Energies are from the ωB97M-V functional and the def2-TZVPD basis.

Each line ends with the Mulliken charge.
Positions of all 17 atoms, in Å:
C -0.231 -0.427 -1.399  -1.491
C 0.112 -0.706 1.057  -1.098
C -1.915 0.662 0.105  -1.439
C -0.395 0.248 0.017  1.233
N 0.580 1.398 0.027  0.020
O 0.102 2.560 0.234  -0.394
S 3.748 -0.851 0.150  -0.846
H 0.837 -0.604 -1.492  0.374
H -0.660 -1.448 -1.459  0.333
H -0.578 0.182 -2.187  0.428
H -0.438 -0.345 2.000  0.336
H 1.103 -0.648 0.814  0.227
H -0.198 -1.763 0.861  0.229
H -2.194 1.132 1.027  0.407
H -2.149 1.326 -0.708  0.392
H -2.479 -0.255 0.043  0.361
H 4.757 -0.460 0.908  -0.071

Output
Net charge ... -1
Multiplicity ... 1
Gap between HOMO and LUMO ... 5.4126 eV


Which structure is the least stable? The one labeled (Q).


(P)
Here is a 2-piece molecular cluster, C2H8S2 overall from OMol25. Energies are from the ωB97M-V functional and the def2-TZVPD basis.

Each line ends with the Mulliken charge.
Positions of all 12 atoms, in Å:
C -1.154 -1.324 0.498  -0.718
S -1.949 -1.630 2.245  -0.212
H -1.403 -0.393 -0.041  0.260
H -1.523 -2.156 -0.119  0.303
H -0.108 -1.357 0.724  0.236
H -1.543 -2.962 2.336  0.129
C 1.490 1.329 -1.175  -0.768
S 1.187 2.912 -0.203  -0.146
H 2.384 1.583 -1.855  0.269
H 0.795 0.900 -1.927  0.310
H 1.857 0.585 -0.385  0.242
H -0.032 2.514 -0.098  0.094

Output
Multiplicity ... 1
Gap between HOMO and LUMO ... 9.8365 eV


(Q)
Here is a 2-piece molecular cluster, C2H8S2 overall from OMol25. Energies are from the ωB97M-V functional and the def2-TZVPD basis.

Each line ends with the Mulliken charge.
Positions of all 12 atoms, in Å:
C 1.860 2.237 -4.408  -0.687
S 2.296 3.136 -2.884  -0.187
H 1.140 2.789 -5.034  0.266
H 1.451 1.234 -4.203  0.238
H 2.802 2.125 -4.970  0.256
H 1.759 4.298 -3.313  0.114
C -1.855 -3.137 4.289  -0.698
S -1.725 -1.806 2.991  -0.194
H -2.912 -3.277 4.572  0.257
H -1.312 -2.719 5.153  0.242
H -1.422 -4.122 4.045  0.276
H -2.082 -0.758 3.763  0.117

Output
Multiplicity ... 1
Gap between HOMO and LUMO ... 9.9539 eV


(R)
Here is a 2-piece molecular cluster, C2H8S2 overall from OMol25. Energies are from the ωB97M-V functional and the def2-TZVPD basis.

Each line ends with the Mulliken charge.
Positions of all 12 atoms, in Å:
C 0.222 0.174 2.607  -0.789
S 0.666 1.330 1.224  -0.069
S 0.453 0.368 -0.634  -0.167
H 0.556 -0.788 2.221  0.265
H -0.864 0.163 2.701  0.288
H 0.647 0.418 3.568  0.311
H -0.765 -0.063 -0.261  0.157
C -1.884 -2.717 -3.200  -0.868
H -1.469 -3.494 -3.841  0.253
H -2.800 -3.056 -2.711  0.232
H -2.168 -1.916 -3.887  0.232
H -1.134 -2.427 -2.467  0.154

Output
Multiplicity ... 1
Gap between HOMO and LUMO ... 9.0185 eV


Which structure is the least stable? The one labeled (P).


(P)
Here is a 4-piece molecular cluster, C2H14N2O3 overall from OMol25. Energies are from the ωB97M-V functional and the def2-TZVPD basis.

Each line ends with the Mulliken charge.
Positions of all 21 atoms, in Å:
C -0.347 2.321 1.000  -0.947
N 0.289 1.658 -0.097  -0.226
C -0.611 0.656 -0.764  -0.768
N 0.190 0.011 -1.887  -0.693
H -0.757 1.686 1.767  0.291
H 0.347 3.007 1.455  0.331
H -1.251 2.793 0.667  0.350
H 0.662 2.270 -0.870  0.236
H -1.527 1.182 -1.157  0.462
H -0.833 -0.148 -0.034  0.382
H -0.257 0.626 -2.551  0.331
H -0.268 -0.879 -2.122  0.196
O 2.087 -1.081 -0.211  -0.802
H 2.502 -0.344 0.262  0.351
H 1.567 -0.475 -0.826  0.501
O -1.412 -3.211 0.181  -0.661
H -0.886 -2.550 0.708  0.408
H -0.889 -3.422 -0.596  0.287
O 0.086 -1.434 1.576  -0.701
H 0.426 -1.253 2.466  0.268
H 0.881 -1.412 1.033  0.403

Output
Multiplicity ... 1
Gap between HOMO and LUMO ... 9.9011 eV


(Q)
Here is a 4-piece molecular cluster, C2H14N2O3 overall from OMol25. Energies are from the ωB97M-V functional and the def2-TZVPD basis.

Each line ends with the Mulliken charge.
Positions of all 21 atoms, in Å:
N 0.269 -1.141 0.376  -0.560
C -1.166 -0.975 0.635  -0.627
C -1.994 -0.585 -0.572  -0.368
N -3.400 -0.401 -0.131  -0.543
H 0.244 -1.429 -0.609  0.266
H 0.845 -0.302 0.402  0.219
H -1.591 -1.937 0.988  0.267
H -1.286 -0.251 1.455  0.338
H -2.044 -1.407 -1.296  0.245
H -1.541 0.335 -0.972  0.301
H -3.703 0.336 -0.800  0.236
H -3.532 -0.307 0.872  0.218
O 1.216 5.000 0.568  -0.639
H 0.378 4.727 0.950  0.317
H 1.087 5.956 0.440  0.323
O 3.435 0.834 -1.028  -0.643
H 4.316 0.445 -1.020  0.318
H 3.526 1.821 -1.154  0.330
O 1.821 -3.857 0.526  -0.687
H 1.285 -3.100 0.795  0.400
H 1.834 -3.762 -0.426  0.291

Output
Multiplicity ... 1
Gap between HOMO and LUMO ... 9.6922 eV


(R)
Here is a 4-piece molecular cluster, C2H14N2O3 overall from OMol25. Energies are from the ωB97M-V functional and the def2-TZVPD basis.

Each line ends with the Mulliken charge.
Positions of all 21 atoms, in Å:
N -0.980 -1.527 -0.469  -0.549
C 0.394 -1.543 -0.002  -0.607
C 0.906 -0.125 0.311  -0.111
N 0.838 0.733 -0.879  -0.548
H -1.287 -2.490 -0.559  0.239
H -1.029 -1.170 -1.418  0.228
H 1.174 -1.931 -0.680  0.272
H 0.538 -2.134 0.899  0.418
H 0.369 0.285 1.175  -0.091
H 1.951 -0.131 0.630  0.362
H -0.006 0.551 -1.370  0.195
H 0.924 1.698 -0.664  0.196
O 0.877 -0.683 -3.911  -0.676
H 1.259 -0.083 -4.569  0.313
H 1.139 -0.437 -3.011  0.363
O 0.045 1.885 3.140  -0.624
H -0.430 1.950 3.952  0.302
H 0.151 2.693 2.652  0.319
O -2.541 1.092 1.712  -0.680
H -1.578 1.159 1.690  0.356
H -2.714 0.209 1.372  0.323

Output
Multiplicity ... 1
Gap between HOMO and LUMO ... 10.1325 eV


Which structure is the least stable? The one labeled (Q).